Record 1
This record from the Open Molecules 2025 dataset describes a structure of composition C5H6N in a non-equilibrium geometry. The level of theory is the ωB97M-V functional and the def2-TZVPD basis.

Cartesian coordinates (Å):
C 0.918 0.991 -0.102
C 0.048 -0.791 -0.072
C -0.384 0.526 -0.189
C 1.574 -0.780 0.037
C -1.810 0.838 0.029
N 2.107 0.775 -0.026
H -0.365 -1.786 0.047
H 2.067 -1.251 0.901
H 2.271 -1.396 -0.733
H -2.014 1.817 -0.345
H -1.927 0.792 1.065
H -2.484 0.262 -0.613

## Properties
Energy relative to the best compared isomer or geometry (same formula, charge and spin) = 4.827 eV
Total charge = +1
Lowest unoccupied orbital energy = -0.21878 Ha

Record 2
This record from the Open Molecules 2025 dataset describes the molecule C6H12 in a non-equilibrium geometry. The level of theory is the ωB97M-V functional and the def2-TZVPD basis.

Cartesian coordinates (Å):
C 1.892 0.976 -0.348
C 1.447 -0.345 0.326
C 0.083 -0.835 -0.272
C -0.915 -1.535 0.604
C -1.323 -0.247 -0.044
C -1.604 0.996 0.764
H 2.769 0.929 -1.016
H 1.002 1.140 -0.939
H 2.038 1.849 0.308
H 1.377 -0.205 1.414
H 2.189 -1.148 0.177
H 0.161 -1.239 -1.286
H -0.698 -1.475 1.666
H -1.382 -2.463 0.288
H -2.048 -0.385 -0.855
H -2.579 0.947 1.269
H -1.611 1.889 0.127
H -0.834 1.127 1.529

## Properties
Energy relative to the best compared isomer or geometry (same formula, charge and spin) = 1.438 eV
Total charge = 0
Lowest unoccupied orbital energy = 0.04599 Ha

Record 3
This record from the Open Molecules 2025 dataset describes the molecule C18H27N3O2. The level of theory is the ωB97M-V functional and the def2-TZVPD basis.

Cartesian coordinates (Å):
C 3.039 -2.326 -6.675
C 2.628 -2.079 -5.255
C 1.684 -2.894 -4.641
C 1.293 -2.691 -3.332
C 1.849 -1.649 -2.596
C 2.798 -0.829 -3.202
C 3.180 -1.044 -4.512
H 3.917 -0.394 -4.962
H 3.239 -0.015 -2.642
N 1.510 -1.374 -1.269
C 0.561 -1.985 -0.487
O -0.149 -2.900 -0.864
N 0.481 -1.499 0.792
C 1.218 -0.346 1.278
H 2.296 -0.546 1.225
H 0.991 0.547 0.679
C 0.852 -0.040 2.726
H 1.409 0.846 3.035
C -0.646 0.242 2.868
C -0.955 1.670 2.405
O -0.124 2.414 1.927
N -2.250 2.015 2.557
H -2.889 1.367 2.987
C -2.762 3.315 2.189
H -3.664 3.187 1.582
H -1.987 3.787 1.581
C -3.074 4.202 3.402
C -4.205 3.611 4.241
H -5.102 3.488 3.637
H -3.927 2.643 4.653
H -4.442 4.271 5.072
C -3.441 5.604 2.925
H -4.329 5.570 2.297
H -3.644 6.253 3.773
H -2.627 6.037 2.348
H -2.170 4.261 4.017
C -1.475 -0.770 2.046
C -0.614 -1.956 1.620
H -0.231 -2.490 2.497
H -1.194 -2.658 1.017
H -1.856 -0.290 1.142
H -2.328 -1.134 2.620
H -0.915 0.174 3.928
H 1.143 -0.870 3.369
H 2.007 -0.591 -0.875
H 0.558 -3.329 -2.873
H 1.243 -3.706 -5.201
H 3.669 -1.520 -7.044
H 3.596 -3.260 -6.751
H 2.164 -2.408 -7.318

## Properties
Energy relative to the best compared isomer or geometry (same formula, charge and spin) = 0.562 eV
Total charge = 0
Lowest unoccupied orbital energy = 0.02143 Ha

Record 4
This record from the Open Molecules 2025 dataset describes a cluster of 2 separate species, C4H7NO2 in total in a non-equilibrium geometry. The level of theory is the ωB97M-V functional and the def2-TZVPD basis.

Cartesian coordinates (Å):
C 1.365 -1.307 -0.093
C 0.464 -0.061 -0.193
C -1.012 -0.322 -0.144
N -1.486 1.047 0.073
C -0.533 1.620 0.959
O -0.615 2.571 1.668
O 0.700 0.892 0.782
H 0.944 -1.989 0.670
H 2.402 -1.121 0.205
H 1.347 -1.862 -1.035
H 0.147 0.802 -1.484
H -1.334 -1.069 0.590
H -1.314 -0.617 -1.142
H -1.075 1.413 -0.855

## Properties
Energy relative to the best compared isomer or geometry (same formula, charge and spin) = 3.178 eV
Total charge = 0
Lowest unoccupied orbital energy = 0.01547 Ha

Record 5
This record from the Open Molecules 2025 dataset describes a structure of composition C45H30Cl3N12O2SeZr in a non-equilibrium geometry. The level of theory is the ωB97M-V functional and the def2-TZVPD basis.

Cartesian coordinates (Å):
Zr 1.141 -0.668 1.273
C -0.284 3.188 3.565
C -0.120 1.845 3.205
N 0.825 1.432 2.391
C 1.726 2.330 1.917
C 1.631 3.712 2.205
C 0.578 4.120 3.050
C 2.573 4.595 1.639
C 3.543 4.106 0.809
C 3.668 2.729 0.555
C 2.804 1.819 1.128
N 2.872 0.429 1.037
C 4.043 -0.276 1.329
C 5.308 0.242 1.495
C 6.408 -0.583 1.783
C 6.272 -1.931 1.927
C 4.988 -2.506 1.838
C 4.745 -3.880 2.037
C 3.467 -4.368 1.987
C 2.419 -3.484 1.733
N 2.615 -2.193 1.530
C 3.879 -1.681 1.553
H -1.086 3.470 4.231
H -0.795 1.087 3.593
H 0.474 5.171 3.288
H 2.512 5.651 1.867
H 4.240 4.787 0.338
H 4.441 2.376 -0.114
H 5.480 1.304 1.411
H 7.383 -0.125 1.889
H 7.122 -2.569 2.129
H 5.583 -4.536 2.233
H 3.257 -5.419 2.120
H 1.401 -3.846 1.699
C -3.677 2.806 0.675
N -2.412 2.115 0.499
C -2.048 0.895 0.897
N -0.816 0.638 0.485
C -0.474 1.775 -0.193
N -1.414 2.681 -0.195
C -4.738 2.340 -0.302
C -6.086 2.468 0.012
C -7.055 2.085 -0.904
C -6.696 1.553 -2.131
C -5.347 1.415 -2.443
C -4.373 1.819 -1.532
C -4.924 0.826 -3.703
N -5.628 0.532 -4.746
N -4.777 -0.021 -5.661
C -3.599 -0.037 -5.123
O -3.622 0.492 -3.874
C -2.355 -0.567 -5.651
C -2.295 -1.133 -6.922
C -1.100 -1.669 -7.367
C 0.023 -1.670 -6.549
C -0.032 -1.104 -5.283
C 1.177 -1.092 -4.376
N 0.802 -1.317 -2.993
C 1.197 -0.647 -1.918
N 0.662 -1.206 -0.827
C -0.041 -2.271 -1.345
N 0.015 -2.353 -2.635
C -1.220 -0.538 -4.847
H -3.465 3.862 0.511
H -4.018 2.673 1.702
H -2.677 0.229 1.464
H 0.477 1.935 -0.674
H -6.382 2.878 0.970
H -8.101 2.197 -0.653
H -7.437 1.244 -2.855
H -3.332 1.734 -1.812
H -3.186 -1.145 -7.533
H -1.042 -2.105 -8.354
H 0.947 -2.111 -6.900
H 1.688 -0.129 -4.422
H 1.889 -1.864 -4.673
H 1.781 0.254 -1.960
H -0.600 -2.979 -0.759
H -1.278 -0.082 -3.867
Cl -2.981 -3.209 6.717
C -1.764 -2.545 5.695
C -1.893 -2.672 4.322
C -0.905 -2.127 3.527
Cl -0.960 -2.213 1.776
C 0.227 -1.473 4.025
O 1.147 -0.998 3.221
C 0.306 -1.362 5.426
Cl 1.669 -0.527 6.064
C -0.669 -1.889 6.248
H -2.734 -3.194 3.888
H -0.571 -1.797 7.320
Se 4.113 -1.441 -1.962
C 3.110 -2.755 -1.315
N 2.380 -3.539 -0.858

## Properties
Energy relative to the best compared isomer or geometry (same formula, charge and spin) = 2.671 eV
Total charge = +1
Lowest unoccupied orbital energy = -0.12254 Ha

Record 6
This record from the Open Molecules 2025 dataset describes a structure of composition C25H56AlCl2F4O9S in a non-equilibrium geometry. The level of theory is the ωB97M-V functional and the def2-TZVPD basis.

Cartesian coordinates (Å):
C 2.495 -2.376 4.693
C 3.298 -3.208 3.531
Cl 3.667 -4.902 4.191
C 2.600 -3.191 2.049
Cl 3.580 -2.254 0.785
Al 0.662 -2.525 1.998
S 0.058 -2.525 -0.253
C -0.512 -3.931 2.924
C -1.301 -3.409 4.262
C -2.932 -3.326 4.123
F -3.454 -3.418 2.741
C 0.382 -0.598 2.643
C -1.184 -0.123 2.763
O -1.161 1.209 3.453
C -1.947 0.123 1.333
F -1.082 0.741 0.287
F -2.678 -1.101 0.833
F -3.045 1.126 1.605
H 1.373 -2.673 4.837
H 2.690 -1.237 4.513
H 3.037 -2.640 5.723
H 4.354 -2.664 3.406
H 2.572 -4.327 1.683
H -0.748 -3.651 -0.533
H 0.225 -4.796 3.290
H -1.186 -4.417 2.101
H -0.844 -2.359 4.574
H -1.055 -4.144 5.151
H -3.243 -2.245 4.521
H -3.504 -4.084 4.844
H 0.889 0.114 1.832
H 0.899 -0.330 3.664
H -1.863 -0.807 3.426
H -1.684 1.156 4.317
C 4.140 0.784 -1.547
O 5.292 0.417 -0.797
C 6.477 0.400 -1.599
C 7.327 1.652 -1.364
O 6.665 2.826 -1.842
C 6.075 3.582 -0.789
H 3.324 0.984 -0.846
H 4.310 1.683 -2.144
H 3.844 -0.044 -2.197
H 6.230 0.287 -2.661
H 7.056 -0.478 -1.294
H 8.259 1.557 -1.930
H 7.586 1.755 -0.303
H 6.855 4.097 -0.222
H 5.484 2.952 -0.118
H 5.414 4.330 -1.234
C -8.160 2.512 -0.011
O -7.008 2.145 0.739
C -5.823 2.128 -0.063
C -4.973 3.380 0.172
O -5.635 4.554 -0.306
C -6.225 5.310 0.747
H -8.976 2.712 0.690
H -7.990 3.411 -0.608
H -8.456 1.684 -0.661
H -6.070 2.015 -1.125
H -5.244 1.250 0.242
H -4.041 3.285 -0.394
H -4.714 3.483 1.233
H -5.445 5.825 1.314
H -6.816 4.680 1.418
H -6.886 6.058 0.302
C 0.603 -5.018 -3.312
O -0.373 -5.744 -2.573
C -1.694 -5.233 -2.774
C -2.489 -6.111 -3.744
O -1.946 -6.048 -5.066
C -1.163 -7.194 -5.385
H 1.541 -5.580 -3.285
H 0.309 -4.886 -4.356
H 0.769 -4.044 -2.845
H -1.664 -4.193 -3.120
H -2.193 -5.248 -1.799
H -3.515 -5.734 -3.802
H -2.532 -7.148 -3.388
H -1.817 -8.053 -5.556
H -0.444 -7.429 -4.593
H -0.610 -6.987 -6.304
C 1.585 3.524 -0.714
O 2.638 4.313 -1.257
C 2.299 4.862 -2.535
C 1.912 6.339 -2.420
O 0.689 6.501 -1.697
C 0.905 6.924 -0.354
H 1.819 3.316 0.334
H 0.624 4.040 -0.758
H 1.523 2.574 -1.251
H 1.500 4.282 -3.011
H 3.192 4.782 -3.163
H 1.744 6.739 -3.425
H 2.719 6.921 -1.957
H 1.202 7.975 -0.341
H 1.668 6.317 0.145
H -0.034 6.818 0.194

## Properties
Total charge = -1
Lowest unoccupied orbital energy = 0.08764 Ha

Record 7
This record from the Open Molecules 2025 dataset describes a structure of composition C25H45ClCoNO2P in a non-equilibrium geometry. The level of theory is the ωB97M-V functional and the def2-TZVPD basis.

Cartesian coordinates (Å):
Co -0.155 0.275 1.847
P -0.014 0.336 -0.425
Cl 2.127 1.365 2.438
C -0.653 1.589 4.779
H 0.188 2.191 4.420
H -1.527 2.107 5.189
C 1.346 -0.676 -1.184
C 0.091 2.158 -0.796
C 2.747 -0.126 -0.931
H 1.287 -1.637 -0.647
C 3.803 -1.120 -1.473
H 2.859 0.855 -1.450
H 2.904 0.080 0.149
C 3.567 -1.454 -2.943
H 4.804 -0.696 -1.326
H 3.731 -2.025 -0.870
C 2.137 -1.946 -3.189
H 3.740 -0.558 -3.556
H 4.275 -2.213 -3.276
C 1.125 -0.928 -2.670
H 1.952 -2.126 -4.259
H 1.977 -2.892 -2.662
H 1.228 0.033 -3.223
H 0.111 -1.295 -2.877
C -1.639 -0.286 -1.086
C 0.493 2.493 -2.232
H -0.949 2.477 -0.623
C 0.244 3.985 -2.478
H 1.567 2.257 -2.386
H -0.057 1.900 -2.982
C 1.054 4.848 -1.502
H 0.500 4.231 -3.520
H -0.822 4.189 -2.345
C 0.776 4.457 -0.047
H 2.122 4.706 -1.711
H 0.825 5.904 -1.658
C 0.960 2.951 0.157
H 1.432 5.015 0.637
H -0.255 4.709 0.210
H 2.026 2.680 0.033
H 0.748 2.715 1.220
C -1.826 -1.822 -1.197
H -2.343 0.068 -0.317
C -3.279 -2.130 -1.576
H -1.157 -2.240 -1.957
H -1.568 -2.316 -0.249
C -3.684 -1.429 -2.881
H -3.414 -3.216 -1.672
H -3.926 -1.785 -0.766
C -3.427 0.083 -2.805
H -3.109 -1.851 -3.713
H -4.746 -1.608 -3.088
C -1.983 0.374 -2.411
H -3.641 0.566 -3.774
H -4.075 0.534 -2.053
H -1.306 0.005 -3.208
H -1.852 1.466 -2.361
C -0.023 -1.822 1.930
C -0.521 0.228 4.814
H 0.160 -2.251 0.931
C -1.597 -0.665 5.275
H 0.423 -0.213 4.642
C -1.241 -2.166 5.176
H -1.868 -0.471 6.344
H -2.558 -0.495 4.701
C -1.353 -2.794 3.714
H -0.234 -2.319 5.580
H -1.928 -2.756 5.809
C -0.106 -2.818 3.007
H -1.688 -3.804 3.825
H -2.131 -2.189 3.182
H 0.687 -2.548 3.690
H 0.209 -3.743 2.587
O 3.008 -1.807 3.264
N 2.429 -1.547 2.240
O 0.992 -1.044 2.568

## Properties
Spin multiplicity = 5
Energy relative to the best compared isomer or geometry (same formula, charge and spin) = 0.000 eV
Total charge = -1
Lowest unoccupied orbital energy (alpha / beta) = 0.09234 / 0.08919 Ha

| no. | E_tot (Ha) |
| --- | --- |
| 1 | -248.43832 |
| 2 | -235.76539 |
| 3 | -1016.90591 |
| 4 | -361.76405 |
| 5 | -6369.43280 |
| 6 | -3623.55580 |
| 7 | -3368.94808 |